The following is a DFT calculation (the ωB97M-V functional and the def2-TZVPD basis) of C3H3O2Tl as an isolated structure.

- M (g mol⁻¹) = 275.44
- HOMO (alpha / beta) (eV) = -7.4 / -7.4
- energy relative to the best compared isomer or geometry (same formula, charge and spin) (kcal/mol) = 76.5

Last column: Löwdin charge in e.
Cartesian coordinates (Å):
C -0.062 0.977 -1.122  0.004
Tl 0.058 -2.653 1.479  1.019
H -1.519 1.084 0.240  0.110
H 1.008 1.144 -1.315  -0.008
H 0.071 1.701 0.986  0.117
C 0.445 -0.822 -0.610  -0.316
C -0.408 0.984 0.301  -0.351
O 0.462 -2.066 -0.627  -0.238
O -0.054 -0.350 0.669  -0.336

=====

The following is a DFT calculation (the ωB97M-V functional and the def2-TZVPD basis) of C2H4S in the gas phase.

- M (g mol⁻¹) = 60.12
- HOMO (alpha / beta) (eV) = -7.9 / -7.8
- energy relative to the best compared isomer or geometry (same formula, charge and spin) (kcal/mol) = 57.9

Last column: Löwdin charge in e.
Cartesian coordinates (Å):
S -0.353 0.788 -0.505  0.791
H 1.543 1.858 0.638  0.024
C 0.939 0.881 0.613  -0.418
C -1.013 -0.824 -0.516  -0.400
H 1.167 0.027 1.274  0.008
H -0.388 -1.615 -0.257  -0.046
H -1.893 -1.114 -1.246  0.042

=====

The following is a DFT calculation (the ωB97M-V functional and the def2-TZVPD basis) of a 2-piece molecular cluster, C3H10NO overall.

- M (g mol⁻¹) = 76.12
- HOMO (eV) = -15.3
- energy relative to the best compared isomer or geometry (same formula, charge and spin) (kcal/mol) = 66.1
- total charge = +1

Last column: Löwdin charge in e.
Cartesian coordinates (Å):
H -2.389 2.185 0.460  0.150
O 0.312 -0.232 0.193  -0.202
H 2.506 -1.308 0.277  0.062
H 2.440 -2.832 1.139  0.082
H -0.327 1.125 -0.206  0.153
C -2.170 2.125 -0.653  0.097
H -2.691 2.579 -1.563  0.151
H 0.667 -2.135 -0.731  0.122
H -0.682 2.056 -1.764  0.121
H 0.988 -0.253 -0.571  0.105
C 1.956 -1.876 1.013  -0.069
C 0.561 -1.839 0.342  -0.118
H 1.819 -1.284 1.986  0.116
H -0.294 -2.205 0.887  0.105
N -0.944 1.923 -0.810  0.124

=====

The following is a DFT calculation (the ωB97M-V functional and the def2-TZVPD basis) of a 8-piece molecular cluster, C23H27F7NO26S2 overall.

- M (g mol⁻¹) = 930.57
- HOMO (eV) = -5.5
- total charge = -1

Last column: Löwdin charge in e.
Cartesian coordinates (Å):
O -1.472 -3.039 9.211  0.139
C 2.119 1.691 6.106  -0.075
C -12.404 0.375 -2.749  -0.332
H 2.033 -2.762 2.417  0.112
O 3.861 -3.296 -0.288  -0.451
C 6.016 -0.089 -6.087  -0.513
H 9.355 3.576 -2.671  0.141
C -0.316 -1.962 7.570  -0.076
C -2.083 -1.856 8.922  -0.503
H 4.784 -1.588 -3.645  0.156
H 0.054 -2.755 0.977  0.083
C 8.583 1.751 -0.262  -0.496
C -7.111 0.729 -2.119  -0.329
O -0.959 1.045 -1.495  0.081
O 6.728 -0.022 -7.075  0.125
O 4.484 1.645 -1.210  -0.272
H 2.113 -0.888 2.240  0.087
H 1.249 -2.482 -0.493  0.082
F 7.615 1.373 -3.412  0.081
C 2.782 0.385 6.384  -0.322
F -12.924 1.325 -1.940  0.082
C 9.229 2.586 -2.224  -0.081
F 2.898 0.176 7.714  0.073
H -6.885 -0.071 -4.111  0.145
S 3.860 -2.197 0.826  0.665
H 3.763 2.199 -1.675  0.093
C -0.995 1.693 -2.750  -0.075
O 7.703 1.256 -1.177  0.141
O 6.143 -1.043 -5.114  0.077
O -1.594 -0.487 -3.031  0.146
H 0.022 1.765 -3.151  0.146
C 5.230 -0.695 -4.093  -0.067
H -1.208 -3.945 7.385  0.179
O -11.639 1.012 -3.747  0.143
O -5.161 0.720 -3.272  0.064
O 8.576 1.458 0.922  0.153
C 0.911 -2.076 0.556  -0.149
H 2.839 2.504 5.981  0.147
H -2.939 1.006 -3.462  0.131
H 3.758 0.265 5.901  0.185
C 7.819 2.107 -2.295  -0.332
C -10.616 0.152 -4.013  -0.505
O -3.060 -1.428 9.513  0.137
O 4.994 0.771 -5.820  0.134
C -6.354 -0.029 -3.156  -0.061
O -1.471 -1.211 7.882  0.080
H 9.935 1.895 -2.696  0.148
H 0.551 -1.521 8.072  0.143
H -13.210 -0.201 -3.215  0.178
H -7.716 1.551 -2.516  0.178
H -10.878 0.106 -1.238  0.147
C -1.247 -0.272 -1.731  -0.483
F 3.708 1.084 -4.014  0.066
C 1.242 0.080 4.842  -0.491
C 4.229 0.134 -4.822  -0.324
H 0.489 -0.975 0.365  0.075
O 1.877 -0.562 5.862  0.116
O 2.525 -0.085 -1.394  -0.415
F -7.886 -0.101 -1.386  0.078
C -1.869 0.792 -3.554  -0.339
C -5.016 1.402 -2.095  -0.480
O -9.905 0.220 -5.002  0.140
O 4.779 -2.778 1.970  -0.468
H 1.400 1.974 6.882  0.147
F 0.449 -3.961 8.522  0.082
H 5.755 -0.136 -3.311  0.130
F -1.507 0.807 -4.857  0.073
H 3.423 -0.442 -5.288  0.178
H -11.849 -1.346 -1.572  0.148
H 7.071 2.904 -2.231  0.176
H -0.131 -1.968 6.492  0.138
S 3.562 0.433 -0.369  0.675
C 2.186 -1.896 1.610  -0.296
O 9.470 2.623 -0.832  0.067
C -11.403 -0.454 -2.019  -0.076
O -1.205 -1.145 -0.880  0.111
N 4.673 -0.769 0.237  -0.349
H -1.408 2.701 -2.659  0.140
O 2.953 1.161 0.861  -0.421
C -0.659 -3.315 8.094  -0.326
O -10.489 -0.802 -3.041  0.066
O -4.039 2.074 -1.810  0.157
O 0.590 -0.484 3.979  0.144
O -6.100 1.245 -1.284  0.154
H -6.113 -1.050 -2.842  0.157
O 1.430 1.434 4.899  0.088